No. 1
Below is a molecular structure, C24H38AlBClF8KLi2N7O10 in a non-equilibrium geometry, with properties calculated with ωB97M-V/def2-TZVPD.

Summary:
DFT total energy	-114677.187	eV
highest occupied orbital energy	-0.0909	hartree
charge	-1

Geometry as XYZ:
```
93
Properties=species:S:1:pos:R:3:lowdin_charge:R:1
N 4.544 -2.691 -4.298 0.25
C 3.857 -1.637 -4.689 -0.26
N 3.929 -0.940 -5.968 0.04
C 3.206 0.364 -5.848 -0.20
C 3.107 0.453 -4.275 -0.31
C 2.274 1.611 -3.601 -0.14
C 1.010 1.117 -2.814 -0.17
C -0.278 0.849 -3.733 -0.13
C -0.553 -0.646 -4.092 -0.20
C -1.295 -0.888 -5.353 -0.04
C -1.581 -2.233 -5.818 -0.08
C -1.116 -3.393 -5.042 -0.11
C -0.399 -3.259 -3.780 -0.07
C -0.120 -1.805 -3.326 -0.04
N 2.809 -0.952 -3.929 0.09
H 4.107 -3.300 -3.602 0.12
H 5.484 -2.922 -4.606 0.15
H 3.533 -1.519 -6.720 0.13
H 2.171 0.302 -6.290 0.14
H 3.886 1.167 -6.276 -0.04
H 4.145 0.583 -3.846 0.15
H 2.970 2.108 -2.868 0.12
H 1.941 2.368 -4.369 0.09
H 1.225 0.272 -2.114 0.07
H 0.694 1.977 -2.154 0.12
H -1.158 1.196 -3.115 0.13
H -0.264 1.497 -4.649 0.11
H -1.637 -0.013 -5.947 0.11
H -2.118 -2.365 -6.782 0.10
H -1.308 -4.428 -5.418 0.10
H -0.032 -4.127 -3.178 0.09
H 0.453 -1.669 -2.357 0.07
H 2.012 -1.140 -4.571 0.11
C -0.735 -1.241 0.678 0.01
C 0.456 -0.320 0.705 -0.52
O 1.274 -0.307 -0.211 -0.01
N 0.605 0.494 1.765 0.04
C -0.254 0.624 2.931 -0.05
H -0.699 -1.822 -0.251 0.01
H -0.704 -1.927 1.529 0.10
H -1.665 -0.672 0.692 0.12
H 1.431 1.075 1.710 0.14
H -0.601 1.656 2.987 0.10
H 0.338 0.399 3.818 0.08
H -1.113 -0.043 2.890 0.06
O 4.234 -2.931 0.738 -0.33
Cl 4.064 -2.525 -0.630 0.63
O 4.949 -3.292 -1.487 -0.39
O 4.351 -1.123 -0.769 -0.35
O 2.690 -2.778 -1.041 -0.45
K 4.237 3.081 -6.303 0.36
C 1.180 7.048 3.483 -0.07
C 2.164 6.473 2.687 -0.08
C 2.559 5.163 2.910 -0.02
C 1.958 4.436 3.929 -0.15
C 0.978 5.004 4.735 0.02
C 0.590 6.319 4.508 -0.04
N 2.361 3.043 4.148 -0.35
O 3.242 2.587 3.433 0.05
O 1.796 2.413 5.023 0.07
H 0.869 8.072 3.302 0.11
H 2.622 7.047 1.890 0.10
H 3.327 4.724 2.285 0.11
H 0.510 4.442 5.534 0.13
H -0.176 6.773 5.129 0.09
C -4.598 -4.048 -1.968 -0.68
O -5.226 -4.249 -0.963 0.10
N -5.055 -4.357 -3.223 0.14
N -3.352 -3.485 -1.925 0.16
H -4.534 -4.192 -4.064 0.07
H -5.967 -4.773 -3.287 0.10
H -2.996 -3.248 -1.014 0.08
H -2.788 -3.304 -2.737 0.04
F -1.581 7.083 6.719 -0.24
Al -2.994 6.393 7.537 -0.01
F -3.622 5.070 6.592 -0.23
F -4.221 7.623 7.709 -0.24
F -2.523 5.813 9.115 -0.24
O -2.965 -0.453 4.277 -0.07
C -2.696 -1.570 4.892 -0.36
C -1.797 -1.244 6.225 -0.39
O -1.505 -2.375 6.854 -0.33
H -2.121 -2.330 4.327 0.11
H -3.554 -2.161 5.257 0.11
H -2.379 -0.495 6.788 0.11
H -0.945 -0.640 5.863 0.09
Li 0.157 -3.415 -0.523 0.79
Li -0.451 -2.815 8.765 0.85
B -4.928 -4.131 2.293 -1.19
F -4.619 -3.629 3.589 0.07
F -4.409 -5.453 2.161 0.05
F -6.334 -4.151 2.114 0.07
F -4.330 -3.292 1.306 0.04
```

No. 2
Below is C24H38BrNO7P2S in the gas phase in a non-equilibrium geometry, with properties calculated with ωB97M-V/def2-TZVPD.

Summary:
structure (SMILES)	CCOP(=O)(CCCc1c(Br)c(CCCCOC)c(P(C)O)c2c1C(=O)N(CSCC)C2=O)OCC
DFT total energy	-140784.732	eV
highest occupied orbital energy	-0.3108	hartree
charge	0

Geometry as XYZ:
```
74
Properties=species:S:1:pos:R:3:lowdin_charge:R:1
C -4.519 3.399 1.661 -0.06
C -3.082 3.619 2.070 -0.26
O -2.450 2.335 2.285 -0.21
P -1.403 2.216 3.487 0.46
O -2.068 2.054 4.785 -0.26
C -0.427 0.769 3.067 -0.20
C -1.373 -0.350 2.614 -0.23
C -0.583 -1.635 2.328 -0.17
C 0.092 -1.643 0.985 -0.18
C -0.584 -1.661 -0.245 -0.48
Br -2.483 -1.787 -0.224 0.89
C 0.077 -1.657 -1.493 -0.23
C -0.680 -1.704 -2.796 -0.22
C -0.939 -0.300 -3.401 -0.19
C -2.422 -0.099 -3.719 -0.17
C -2.750 1.323 -4.169 -0.24
O -1.941 2.272 -3.505 -0.20
C -1.706 3.419 -4.303 -0.10
C 1.496 -1.634 -1.527 -0.21
P 2.383 -1.665 -3.136 0.92
C 2.962 0.075 -3.195 -0.25
O 3.698 -2.578 -2.769 -0.31
C 2.164 -1.625 -0.300 -0.07
C 1.485 -1.639 0.908 -0.05
C 2.513 -1.666 2.007 -0.38
O 2.414 -1.319 3.136 0.16
N 3.717 -2.083 1.384 -0.02
C 4.244 -3.402 1.650 -0.41
S 3.435 -4.746 0.736 0.91
C 1.925 -5.027 1.689 -0.53
C 0.865 -5.693 0.818 -0.16
C 3.635 -1.615 0.037 -0.38
O 4.552 -1.209 -0.584 0.15
O -0.469 3.514 3.528 -0.19
C 0.208 3.892 2.319 -0.27
C 0.724 5.320 2.477 -0.06
H -4.827 4.254 1.061 0.08
H -4.594 2.532 1.014 0.08
H -5.187 3.305 2.510 0.08
H -3.000 4.250 2.950 0.12
H -2.570 4.093 1.235 0.11
H 0.121 0.490 3.962 0.11
H 0.315 0.978 2.294 0.09
H -1.849 -0.018 1.702 0.05
H -2.105 -0.528 3.394 0.12
H 0.147 -1.753 3.119 0.10
H -1.237 -2.506 2.397 0.11
H -0.057 -2.252 -3.496 0.06
H -1.591 -2.283 -2.707 0.07
H -0.604 0.461 -2.704 0.11
H -0.337 -0.212 -4.305 0.11
H -2.663 -0.786 -4.527 0.12
H -2.972 -0.360 -2.822 0.08
H -2.634 1.387 -5.253 0.12
H -3.797 1.530 -3.931 0.12
H -1.088 4.100 -3.731 0.08
H -2.649 3.901 -4.564 0.09
H -1.179 3.130 -5.213 0.09
H 3.301 0.419 -2.219 0.04
H 2.095 0.670 -3.467 0.03
H 3.739 0.197 -3.942 0.04
H 4.522 -2.170 -3.052 0.06
H 5.295 -3.450 1.389 0.09
H 4.177 -3.613 2.712 0.10
H 1.509 -4.113 2.100 0.06
H 2.169 -5.696 2.509 0.07
H -0.116 -5.467 1.227 0.07
H 0.878 -5.321 -0.205 0.06
H 0.965 -6.773 0.794 0.07
H -0.454 3.858 1.458 0.10
H 1.046 3.228 2.110 0.11
H 0.628 5.611 3.518 0.08
H 1.762 5.415 2.177 0.07
H 0.134 6.027 1.902 0.07
```

No. 3
Below is a molecular structure, C24H38CoN3O2, with properties calculated with ωB97M-V/def2-TZVPD.

Summary:
DFT total energy	-71683.745	eV
2S+1	5
ΔE to the lowest compared entry with this formula, charge and spin	0.0	kcal per mole
highest occupied orbital energy (spin up / spin down)	-0.5239 / -0.5246	hartree
expectation value of S²	6.014
charge	+2

Geometry as XYZ:
```
68
Properties=species:S:1:pos:R:3:lowdin_charge:R:1
Co -0.335 -0.015 -0.145 0.86
C 0.910 -1.308 1.282 -0.23
C -0.267 -0.909 1.914 -0.23
C -0.198 0.551 2.099 -0.20
C 1.021 1.007 1.550 -0.23
C 1.731 -0.118 1.065 -0.18
C 3.101 -0.115 0.499 0.01
C 1.537 2.408 1.582 0.01
C -1.206 1.362 2.826 0.01
C -1.386 -1.759 2.410 0.00
C 1.340 -2.691 0.931 0.00
H 3.817 -0.326 1.301 0.12
H 3.374 0.849 0.067 0.07
H 3.240 -0.897 -0.250 0.09
H 2.047 2.595 2.529 0.11
H 0.726 3.133 1.498 0.09
H 2.251 2.594 0.778 0.07
H -0.947 1.382 3.890 0.12
H -2.208 0.943 2.751 0.09
H -1.221 2.396 2.482 0.09
H -1.360 -1.809 3.502 0.11
H -1.314 -2.776 2.030 0.08
H -2.360 -1.357 2.131 0.09
H 1.764 -2.745 -0.073 0.08
H 0.515 -3.398 0.994 0.09
H 2.120 -3.026 1.619 0.11
C 5.273 3.440 -4.021 -0.06
C 4.605 4.562 -3.248 -0.18
N 3.144 4.382 -3.170 -0.04
C 2.360 4.945 -4.272 -0.19
C 2.178 6.449 -4.176 -0.06
C 2.681 3.573 -2.218 -0.40
O 3.397 2.964 -1.422 0.04
C 1.189 3.355 -2.025 -0.07
C 0.168 4.293 -2.090 0.04
C -1.114 3.939 -1.681 0.00
C -1.341 2.669 -1.194 -0.08
N -0.355 1.759 -1.114 -0.01
C 0.867 2.102 -1.534 -0.07
H 6.346 3.621 -4.088 0.09
H 4.890 3.365 -5.040 0.08
H 5.123 2.486 -3.518 0.07
H 4.780 5.529 -3.717 0.12
H 4.985 4.614 -2.230 0.13
H 1.403 4.427 -4.325 0.11
H 2.884 4.689 -5.196 0.13
H 1.665 6.747 -3.261 0.07
H 1.599 6.806 -5.027 0.09
H 3.135 6.969 -4.191 0.08
H 0.363 5.300 -2.430 0.11
H -1.927 4.649 -1.716 0.13
H -2.318 2.365 -0.844 0.13
H 1.657 1.366 -1.433 0.12
C -1.234 -3.755 -3.870 0.01
N -1.575 -3.036 -2.633 -0.10
C -2.834 -3.358 -1.949 0.02
C -0.800 -2.105 -2.136 -0.43
C 0.502 -1.751 -2.794 0.04
O -1.169 -1.485 -1.084 -0.07
H -2.137 -4.218 -4.253 0.10
H -0.496 -4.532 -3.672 0.11
H -0.859 -3.068 -4.623 0.10
H -3.230 -4.274 -2.372 0.10
H -3.552 -2.551 -2.088 0.11
H -2.655 -3.496 -0.886 0.10
H 1.005 -2.609 -3.233 0.10
H 1.167 -1.300 -2.056 0.07
H 0.318 -1.023 -3.587 0.11
```

No. 4
Below is a molecular structure, C24H38F5MnN2OPS, with properties calculated with ωB97M-V/def2-TZVPD.

Summary:
DFT total energy	-95558.943	eV
2S+1	5
highest occupied orbital energy (spin up / spin down)	-0.3914 / -0.3970	hartree
expectation value of S²	6.491
charge	+1

Geometry as XYZ:
```
73
Properties=species:S:1:pos:R:3:lowdin_charge:R:1
Mn 0.963 -0.903 0.341 0.69
F -1.394 -6.345 -2.750 0.15
C -0.625 -5.303 -2.466 -0.13
C -0.768 -4.638 -1.259 -0.15
F -1.677 -5.031 -0.373 0.14
C 0.049 -3.557 -0.995 -0.21
F -0.139 -2.929 0.212 0.01
C 1.012 -3.077 -1.870 -0.51
S 2.069 -1.703 -1.539 0.70
C 1.123 -3.770 -3.074 -0.24
F 2.021 -3.381 -3.977 0.10
C 0.327 -4.863 -3.375 -0.14
F 0.469 -5.491 -4.534 0.15
C -0.762 3.254 1.100 -0.09
C -1.803 2.487 0.271 -0.59
C -2.786 3.499 -0.331 -0.07
C -2.565 1.588 1.260 -0.08
P -0.933 1.451 -1.038 0.97
N -0.355 0.205 -0.180 -0.27
C 0.437 2.399 -1.875 -0.60
C 1.679 2.448 -0.966 -0.08
C 0.893 1.667 -3.147 -0.09
C 0.032 3.825 -2.265 -0.07
C -2.121 0.765 -2.294 -0.60
C -2.571 1.778 -3.353 -0.06
C -3.363 0.231 -1.565 -0.08
C -1.477 -0.453 -2.984 -0.07
H -1.294 3.745 1.917 0.09
H -0.254 4.030 0.535 0.07
H -0.018 2.589 1.539 0.07
H -3.178 4.107 0.487 0.10
H -3.636 3.016 -0.807 0.07
H -2.323 4.177 -1.047 0.07
H -2.805 2.199 2.132 0.09
H -1.973 0.738 1.595 0.07
H -3.502 1.217 0.859 0.07
H 2.082 1.447 -0.783 0.05
H 1.519 2.942 -0.015 0.06
H 2.449 3.006 -1.503 0.10
H 1.163 0.630 -2.956 0.04
H 1.786 2.180 -3.511 0.10
H 0.157 1.705 -3.947 0.07
H -0.116 4.473 -1.404 0.07
H -0.864 3.862 -2.884 0.07
H 0.848 4.249 -2.854 0.10
H -3.013 2.674 -2.920 0.07
H -3.340 1.304 -3.966 0.10
H -1.767 2.079 -4.023 0.07
H -3.999 1.023 -1.175 0.07
H -3.102 -0.451 -0.757 0.08
H -3.954 -0.325 -2.294 0.09
H -0.698 -0.193 -3.692 0.07
H -2.265 -0.967 -3.536 0.10
H -1.062 -1.156 -2.261 0.06
O 2.161 -1.486 1.844 -0.08
C 2.828 -1.060 2.803 -0.45
C 2.510 0.228 3.493 -0.08
C 1.950 -0.211 4.879 -0.16
C 1.291 -1.610 4.933 -0.18
C 2.243 -2.812 5.113 -0.17
C 3.115 -3.144 3.900 -0.14
N 3.704 -1.873 3.427 0.10
H 1.770 0.777 2.908 0.11
H 3.392 0.860 3.607 0.13
H 1.225 0.540 5.195 0.12
H 2.756 -0.179 5.615 0.12
H 0.654 -1.763 4.056 0.12
H 0.612 -1.609 5.786 0.12
H 1.661 -3.696 5.378 0.12
H 2.892 -2.609 5.971 0.12
H 2.542 -3.562 3.075 0.12
H 3.916 -3.838 4.142 0.13
H 4.204 -1.402 4.171 0.15
```

No. 5
Below is 7 unconnected molecules or ions with the total composition C24H38N2O20, with properties calculated with ωB97M-V/def2-TZVPD.

Summary:
structure (SMILES)	NCCCOC(=O)CCN.O=C1OCCO1.O=C1OCCO1.O=C1OCCO1.O=C1OCCO1.O=C1OCCO1.O=C1OCCO1
DFT total energy	-69434.595	eV
ΔE to the lowest compared entry with this formula, charge and spin	0.0	kcal per mole
highest occupied orbital energy	-0.3189	hartree
charge	0

Geometry as XYZ:
```
84
Properties=species:S:1:pos:R:3:lowdin_charge:R:1
N -0.017 -3.246 -0.127 0.02
C -0.668 -2.225 -0.967 -0.27
C -2.012 -1.810 -0.340 -0.14
C -2.282 -0.294 -0.215 -0.14
O -3.499 0.092 -0.899 -0.02
C -4.646 0.070 -0.172 -0.50
O -5.312 1.066 -0.070 0.12
C -5.107 -1.248 0.386 -0.10
C -5.940 -1.981 -0.681 -0.26
N -5.960 -3.423 -0.405 0.00
H 0.006 -2.884 0.819 0.07
H 0.937 -3.388 -0.438 0.02
H -0.021 -1.367 -1.147 0.08
H -0.897 -2.698 -1.927 0.09
H -2.091 -2.265 0.650 0.09
H -2.817 -2.221 -0.947 0.11
H -2.322 0.025 0.828 0.13
H -1.503 0.283 -0.704 0.10
H -5.696 -1.050 1.280 0.11
H -4.292 -1.910 0.670 0.09
H -5.483 -1.833 -1.660 0.12
H -6.944 -1.546 -0.687 0.11
H -6.643 -3.630 0.314 0.07
H -6.258 -3.921 -1.236 0.06
O -3.166 -2.757 3.127 0.17
C -3.838 -2.149 3.892 -0.56
O -5.139 -1.824 3.687 0.04
C -5.671 -1.285 4.900 -0.11
C -4.421 -0.796 5.606 -0.11
O -3.417 -1.672 5.087 0.06
H -6.383 -0.496 4.674 0.13
H -6.174 -2.085 5.446 0.13
H -4.165 0.229 5.334 0.13
H -4.467 -0.884 6.688 0.13
O -0.104 -6.533 -5.791 0.16
C -0.185 -6.378 -4.616 -0.58
O 0.843 -6.008 -3.816 0.05
C 0.316 -5.699 -2.517 -0.12
C -0.975 -6.489 -2.497 -0.10
O -1.314 -6.542 -3.890 0.06
H 1.020 -5.996 -1.744 0.13
H 0.145 -4.625 -2.451 0.10
H -0.836 -7.508 -2.133 0.13
H -1.768 -6.006 -1.934 0.13
O 0.814 0.441 0.000 0.16
C 1.841 0.949 -0.320 -0.55
O 2.233 2.184 0.052 0.07
C 3.601 2.371 -0.345 -0.11
C 3.737 1.372 -1.475 -0.11
O 2.771 0.373 -1.119 0.05
H 3.767 3.400 -0.645 0.12
H 4.249 2.135 0.497 0.13
H 3.459 1.794 -2.443 0.13
H 4.726 0.929 -1.544 0.13
O 3.196 -4.370 -0.078 0.16
C 3.610 -3.975 -1.119 -0.57
O 4.810 -4.298 -1.651 0.07
C 4.850 -3.821 -3.001 -0.11
C 3.825 -2.703 -2.974 -0.11
O 2.937 -3.135 -1.942 0.04
H 5.855 -3.490 -3.246 0.13
H 4.559 -4.634 -3.668 0.13
H 4.256 -1.743 -2.683 0.12
H 3.280 -2.588 -3.907 0.14
O 5.885 4.184 0.504 0.14
C 5.394 4.791 1.405 -0.59
O 5.607 4.526 2.710 0.06
C 5.026 5.587 3.484 -0.10
C 3.973 6.134 2.542 -0.11
O 4.534 5.818 1.255 0.06
H 4.623 5.190 4.411 0.13
H 5.805 6.317 3.709 0.13
H 3.021 5.608 2.643 0.14
H 3.803 7.195 2.629 0.10
O 2.482 8.621 1.781 0.14
C 1.782 8.370 0.851 -0.57
O 1.954 8.850 -0.396 0.07
C 1.078 8.138 -1.279 -0.11
C -0.003 7.651 -0.331 -0.11
O 0.711 7.550 0.907 0.06
H 0.714 8.805 -2.055 0.13
H 1.635 7.318 -1.733 0.13
H -0.809 8.376 -0.209 0.13
H -0.421 6.685 -0.598 0.13
```

No. 6
Below is a molecular structure, C24H38N2OS2SiSm, with properties calculated with ωB97M-V/def2-TZVPD.

Summary:
DFT total energy	-77982.329	eV
2S+1	6
ΔE to the lowest compared entry with this formula, charge and spin	7.1	kcal per mole
highest occupied orbital energy (spin up / spin down)	-0.3940 / -0.3931	hartree
expectation value of S²	8.785
charge	+1

Geometry as XYZ:
```
69
Properties=species:S:1:pos:R:3:lowdin_charge:R:1
Sm 1.367 1.844 -0.839 1.40
C -4.138 1.386 4.503 -0.05
C -3.673 0.226 3.620 -0.56
C -4.865 -0.282 2.795 -0.03
C -3.159 -0.903 4.524 -0.03
C -2.577 0.631 2.658 -0.13
C -2.095 1.931 2.529 0.03
C -1.113 2.200 1.592 -0.10
N -0.580 1.281 0.786 -0.01
C -1.017 0.009 0.904 -0.18
C -2.004 -0.327 1.823 0.06
C -0.389 -1.008 0.023 -0.18
C -0.859 -2.314 -0.055 0.06
C -0.249 -3.255 -0.883 -0.13
C 0.821 -2.801 -1.652 0.04
C 1.243 -1.490 -1.519 -0.12
N 0.677 -0.607 -0.697 -0.04
C -0.747 -4.684 -0.889 -0.56
C -0.572 -5.255 0.526 -0.03
C -2.236 -4.703 -1.261 -0.03
C 0.019 -5.572 -1.872 -0.05
H -4.922 1.031 5.167 0.09
H -4.549 2.199 3.909 0.09
H -3.324 1.764 5.118 0.09
H -5.676 -0.557 3.462 0.09
H -4.599 -1.155 2.207 0.08
H -5.224 0.491 2.119 0.10
H -3.939 -1.189 5.223 0.09
H -2.290 -0.579 5.091 0.10
H -2.885 -1.786 3.952 0.08
H -2.470 2.732 3.142 0.11
H -0.727 3.213 1.483 0.12
H -2.338 -1.346 1.907 0.11
H -1.713 -2.618 0.524 0.11
H 1.328 -3.447 -2.346 0.12
H 2.085 -1.121 -2.103 0.11
H -1.147 -4.695 1.258 0.08
H 0.473 -5.236 0.825 0.10
H -0.915 -6.286 0.545 0.09
H -2.840 -4.174 -0.530 0.08
H -2.584 -5.732 -1.299 0.09
H -2.398 -4.249 -2.235 0.10
H 1.076 -5.624 -1.619 0.09
H -0.090 -5.220 -2.895 0.09
H -0.384 -6.581 -1.822 0.09
C -0.163 4.725 -5.144 -0.08
O -0.287 3.365 -4.759 -0.18
C 0.067 2.984 -3.556 -1.31
S 0.440 4.087 -2.323 0.56
S 0.091 1.313 -3.305 0.57
H -0.661 4.808 -6.108 0.10
H 0.895 4.978 -5.242 0.10
H -0.625 5.394 -4.416 0.07
C 4.193 4.352 -1.237 -0.19
Si 4.740 2.597 -0.685 0.43
C 4.438 1.483 -2.244 -0.20
C 6.534 2.539 -0.063 -0.18
C 3.414 2.006 0.537 -0.45
H 4.928 4.829 -1.878 0.03
H 4.044 5.004 -0.380 0.03
H 3.249 4.313 -1.794 -0.03
H 5.083 1.772 -3.067 0.03
H 3.389 1.563 -2.609 -0.02
H 4.647 0.440 -2.026 0.03
H 7.267 2.844 -0.802 0.03
H 6.788 1.537 0.266 0.03
H 6.639 3.198 0.794 0.03
H 3.384 2.696 1.389 -0.03
H 3.702 1.032 0.953 -0.03
```